--- one ---
The following is a DFT calculation (wB97M-V/def2-TZVPD) of a cluster of 2 separate species, C4H14N3O in total.

```
22
Properties=species:S:1:pos:R:3:mulliken_charge:R:1
C 1.70 0.99 -0.93 -0.5988
C 1.59 -0.57 -0.38 -0.9146
C 0.51 -0.68 0.69 0.4155
C -0.71 -1.37 0.35 -0.5305
N -1.70 -1.72 1.25 -0.5109
N 0.59 0.21 1.83 -0.4815
N 0.33 1.35 -1.47 -0.3149
H 2.45 1.07 -1.70 0.3946
H 1.86 1.57 -0.01 0.3722
H 1.13 -1.36 -1.07 0.2763
H 2.48 -1.00 -0.10 0.4483
H -0.87 -1.80 -0.58 0.4593
H -2.28 -2.44 0.83 0.2479
H -1.45 -1.86 2.19 0.1711
H 1.55 0.21 2.15 0.2515
H -0.09 -0.06 2.56 0.2266
H 0.31 2.28 -1.92 0.3538
H -0.19 0.60 -2.04 0.3422
H -0.21 1.54 -0.57 0.4161
H -2.65 1.69 -0.61 0.2564
H -2.35 0.26 -0.05 0.2981
O -2.00 1.10 -0.43 -0.5788
```

## Properties
Gap between HOMO and LUMO   7.84 eV
Multiplicity   1
Net charge   +1

--- two ---
The following is a DFT calculation (wB97M-V/def2-TZVPD) of a cluster of 2 separate species, C4H14N3O in total.

```
22
Properties=species:S:1:pos:R:3:mulliken_charge:R:1
C -0.90 0.46 2.03 -0.6987
C -1.82 -0.06 0.96 -0.7777
C -1.44 0.39 -0.44 -0.3979
N -0.10 -0.57 -3.03 -0.3504
C 0.40 -0.60 -1.78 0.0241
N -0.09 0.03 -0.79 -0.4157
N 0.39 -0.30 1.83 -0.1997
H -1.19 0.31 3.06 0.3999
H -0.62 1.50 1.86 0.3368
H -1.96 -1.12 1.18 0.3509
H -2.87 0.20 1.15 0.3732
H -2.22 -0.04 -1.08 0.3508
H -1.51 1.48 -0.48 0.2802
H -1.01 -0.20 -3.25 0.1933
H 0.47 -0.83 -3.82 0.2223
H 1.24 -1.27 -1.62 0.3131
H 0.26 -1.29 2.05 0.3462
H 1.17 0.08 2.34 0.3633
H 0.61 -0.25 0.79 0.2813
H 3.58 -0.01 0.79 0.3072
H 2.94 1.33 0.35 0.3035
O 2.83 0.57 0.93 -0.6058
```

## Properties
Gap between HOMO and LUMO   9.94 eV
Multiplicity   1
Net charge   +1

two is favored, and the nearest alternative lies 0.0519 hartree above it.

--- one ---
The following is a DFT calculation (wB97M-V/def2-TZVPD) of the molecule C6H7ClN2OS.

```
18
Properties=species:S:1:pos:R:3:mulliken_charge:R:1
C 2.44 1.40 -0.25 0.0191
C -1.49 -0.03 -0.89 0.9192
C 2.08 -0.71 0.81 -0.7716
C 1.38 0.35 -0.01 0.2598
C -1.06 0.54 0.50 0.0177
C -2.78 -0.65 -1.02 -1.1423
N 3.19 2.25 -0.38 -0.4340
N 0.21 0.80 0.70 -0.2150
O -0.62 -0.04 -1.70 -0.6345
S 1.33 -2.31 0.60 -0.0905
Cl -2.12 0.94 1.77 -0.1899
H 3.25 -0.68 0.64 0.3805
H 1.99 -0.49 1.96 0.2847
H 1.06 -0.20 -0.85 0.4406
H -3.49 -0.59 -0.15 0.3188
H -2.66 -1.73 -1.24 0.2675
H -3.19 -0.23 -1.90 0.3217
H 0.47 1.38 1.41 0.2483
```

## Properties
Gap between HOMO and LUMO (alpha / beta)   9.60 / 4.77 eV
Multiplicity   1
Net charge   0

--- two ---
The following is a DFT calculation (wB97M-V/def2-TZVPD) of a cluster of 2 separate species, C6H7ClN2OS in total.

```
18
Properties=species:S:1:pos:R:3:mulliken_charge:R:1
C -1.05 2.94 0.56 -0.7769
C -0.84 1.55 0.36 0.9709
C 0.53 1.39 0.60 0.3803
C 1.39 0.27 0.05 -0.7232
C 0.37 -0.79 -0.56 -0.9685
C -1.06 -0.64 0.01 -0.3517
N 0.05 3.50 0.93 -0.7654
N 1.04 2.62 0.80 -0.0321
O -1.66 0.64 -0.17 -0.4415
S 3.62 2.18 1.34 0.1536
Cl 3.41 3.10 3.05 -0.0467
H -1.93 3.59 0.46 0.4168
H 2.08 0.74 -0.67 0.3692
H 1.96 -0.21 0.83 0.3615
H 0.17 -0.73 -1.60 0.3976
H 0.77 -1.68 -0.36 0.4328
H -1.80 -1.31 -0.55 0.3305
H -0.78 -0.85 1.14 0.2929
```

## Properties
Gap between HOMO and LUMO (alpha / beta)   4.69 / 4.73 eV
Multiplicity   1
Net charge   0

one is favored, and the nearest alternative lies 0.0705 hartree above it.

--- one ---
The following is a DFT calculation (wB97M-V/def2-TZVPD) of the molecule C3H6N4O2.

```
15
Properties=species:S:1:pos:R:3:mulliken_charge:R:1
C -0.45 0.34 0.15 0.3599
C 1.24 -1.08 -0.43 -0.5011
C 0.91 -0.14 -1.63 -0.4925
H 0.60 -0.61 1.66 0.2039
H 0.82 -2.05 -0.62 0.2561
H 2.25 -1.08 -0.13 0.3743
H 1.07 -0.44 -2.63 0.3895
H 1.59 0.70 -1.47 0.2782
H -0.76 0.97 -1.73 0.2855
N -1.85 0.92 1.89 1.0936
N -1.23 1.17 0.70 -0.5789
N 0.46 -0.49 0.67 -0.1463
N -0.40 0.20 -1.23 -0.2705
O -1.65 -0.16 2.47 -0.6484
O -2.58 1.75 2.30 -0.6033
```

## Properties
SMILES   O=[N+]([O-])N=C1NCCN1
Gap between HOMO and LUMO   10.30 eV
Multiplicity   1
Net charge   0

--- two ---
The following is a DFT calculation (wB97M-V/def2-TZVPD) of the molecule C3H6N4O2.

```
15
Properties=species:S:1:pos:R:3:mulliken_charge:R:1
C 0.98 -2.07 -0.68 -0.8481
C -0.10 -1.47 -1.51 -0.2462
C -0.55 1.06 0.79 0.4084
H 1.98 -1.52 -0.84 0.2567
H 1.09 -3.08 -1.35 0.2477
H 0.49 -2.28 0.28 0.3323
H 0.14 -1.42 -2.61 0.3358
H -1.00 -1.99 -1.27 0.3117
H 0.69 3.50 1.82 0.3619
N -0.69 -0.05 0.06 -0.2763
N -1.39 1.23 1.91 -0.1031
N -1.16 2.43 2.40 -0.1969
N -0.48 3.32 1.63 -0.0517
O 0.19 -0.06 -0.97 -0.1910
O -0.19 2.40 0.36 -0.3413
```

## Properties
SMILES   CCO/N=c1/nn[nH]o1
Gap between HOMO and LUMO   7.98 eV
Multiplicity   1
Net charge   0

one is favored, and the nearest alternative lies 0.1785 hartree above it.

--- one ---
The following is a DFT calculation (wB97M-V/def2-TZVPD) of the molecule C23H29N3O2.

```
57
Properties=species:S:1:pos:R:3:mulliken_charge:R:1
C -4.90 -0.65 -1.85 -1.4323
C -4.32 -0.09 -0.58 0.8787
O -3.75 0.98 -0.52 -0.6564
N -4.53 -0.87 0.51 -0.1358
H -4.88 -1.80 0.35 0.2563
C -3.83 -0.66 1.75 -0.7142
H -4.55 -0.54 2.57 0.3051
H -3.28 0.28 1.63 0.3339
C -2.88 -1.82 2.07 -0.7420
C -1.96 -2.09 0.88 0.6688
O -2.39 -2.54 -0.17 -0.6783
N -0.66 -1.80 1.08 0.0556
H -0.36 -1.44 1.97 0.2939
C 0.35 -1.98 0.07 -1.8073
H 1.15 -2.62 0.46 0.5578
H -0.15 -2.50 -0.76 0.5062
C 1.00 -0.67 -0.45 0.7749
N 0.07 0.30 -0.99 0.7969
C -0.80 -0.19 -2.03 -1.2279
H -1.57 -0.88 -1.67 0.3107
H -0.21 -0.69 -2.80 0.2958
H -1.30 0.67 -2.49 0.4047
C -0.59 1.18 -0.03 -0.5517
C 0.10 2.51 0.09 0.1545
C 0.82 3.04 -0.97 0.0368
C 1.44 4.27 -0.86 -0.7759
C 1.34 5.00 0.31 -0.4024
C 0.61 4.49 1.37 -0.8010
C 0.00 3.25 1.27 -0.3136
H -0.56 2.86 2.10 0.3960
H 0.53 5.05 2.29 0.3895
H 1.82 5.96 0.40 0.3875
H 2.00 4.67 -1.70 0.4017
H 0.90 2.46 -1.88 0.3067
H -0.67 0.72 0.97 0.0407
H -1.62 1.35 -0.37 0.6247
C 1.89 -0.06 0.67 -0.7752
C 3.20 -0.76 0.51 0.5579
C 4.24 -0.87 1.41 -0.9201
C 5.38 -1.57 1.03 -0.5703
C 5.47 -2.15 -0.23 -0.5583
C 4.42 -2.04 -1.13 -1.0104
C 3.29 -1.34 -0.75 0.8637
C 2.03 -1.08 -1.53 -1.5866
H 1.72 -1.95 -2.11 0.5140
H 2.19 -0.25 -2.22 0.4168
H 4.49 -2.49 -2.11 0.4587
H 6.36 -2.69 -0.51 0.3907
H 6.20 -1.66 1.72 0.3889
H 4.18 -0.42 2.38 0.4660
H 1.47 -0.19 1.67 0.3724
H 2.02 1.01 0.49 0.2941
H -3.47 -2.72 2.24 0.3700
H -2.31 -1.59 2.97 0.2994
H -4.81 0.08 -2.65 0.3618
H -5.95 -0.91 -1.72 0.4280
H -4.35 -1.55 -2.12 0.2998
```

## Properties
SMILES   CC(=O)NCCC(=O)NCC1(N(C)Cc2ccccc2)Cc2ccccc2C1
Gap between HOMO and LUMO   8.61 eV
Multiplicity   1
Net charge   0

--- two ---
The following is a DFT calculation (wB97M-V/def2-TZVPD) of the molecule C23H29N3O2.

```
57
Properties=species:S:1:pos:R:3:mulliken_charge:R:1
C -1.98 2.42 -2.19 -1.0054
H -2.12 1.56 -2.84 0.2464
H -1.54 3.23 -2.77 0.4761
H -1.28 2.13 -1.41 0.1119
C -3.30 2.88 -1.57 -0.8446
N -3.92 1.82 -0.79 0.9037
C -4.69 2.30 0.34 -0.8811
C -3.80 2.59 1.54 -1.1496
H -4.40 2.94 2.38 0.4252
H -3.06 3.35 1.31 0.2985
H -3.28 1.68 1.84 0.1969
H -5.27 3.20 0.08 0.3911
H -5.41 1.52 0.62 0.4164
C -4.61 0.83 -1.60 -1.0296
H -5.69 1.04 -1.68 0.3685
C -4.39 -0.57 -1.01 -0.9821
N -2.98 -0.77 -0.77 0.0870
C -2.19 -1.41 -1.66 0.0243
O -2.63 -2.09 -2.58 -0.7542
C -0.74 -1.30 -1.43 0.3283
C 0.04 -0.75 -0.43 1.1924
C 1.39 -0.95 -0.83 0.6668
C 2.62 -0.61 -0.24 0.4165
C 3.78 -0.96 -0.90 0.4729
C 3.73 -1.65 -2.13 -0.6088
C 2.54 -1.98 -2.73 -1.2500
C 1.37 -1.63 -2.07 -1.1670
N 0.07 -1.83 -2.41 0.0311
H -0.31 -2.30 -3.21 0.1986
H 2.52 -2.50 -3.67 0.3986
H 4.68 -1.89 -2.59 0.4513
O 5.04 -0.70 -0.45 -0.4459
C 5.19 0.02 0.76 -0.7774
C 4.72 -0.72 1.99 0.3695
C 4.72 -2.10 2.02 -0.1383
C 4.29 -2.77 3.15 -0.6526
C 3.85 -2.06 4.26 -0.4128
C 3.86 -0.68 4.23 -0.5852
C 4.28 -0.01 3.10 -0.3478
H 4.28 1.07 3.08 0.3770
H 3.52 -0.12 5.09 0.3850
H 3.52 -2.59 5.14 0.3963
H 4.28 -3.85 3.17 0.3872
H 5.05 -2.66 1.16 0.4062
H 6.27 0.19 0.83 0.3240
H 4.69 1.00 0.68 0.3924
H 2.63 -0.10 0.71 0.3892
C -0.39 -0.11 0.85 -1.6293
H -0.77 0.90 0.68 0.1905
H -1.15 -0.70 1.34 0.3947
H 0.47 -0.03 1.52 0.4392
H -2.57 -0.02 -0.23 0.0481
H -4.93 -0.68 -0.07 0.3950
H -4.72 -1.34 -1.71 0.4908
H -4.19 0.84 -2.61 0.4398
H -3.98 3.23 -2.37 0.3302
H -3.10 3.72 -0.91 0.4043
```

## Properties
SMILES   CCN(CC)CCNC(=O)c1[nH]c2ccc(OCc3ccccc3)cc2c1C
Gap between HOMO and LUMO   8.54 eV
Multiplicity   1
Net charge   0

one is favored, and the nearest alternative lies 0.0222 hartree above it.